# 1
This record from the Open Molecules 2025 dataset describes a molecular structure, C37H64Cl2FNOSSbW. The level of theory is ωB97M-V/def2-TZVPD.

The geometry in XYZ format:
```
109
C37H64Cl2FNOSSbW, DFT ωB97M-V/def2-TZVPD
W 0.27360 0.13103 0.33767
Sb 2.20052 -0.24083 -1.79037
Cl -0.85358 1.66761 2.93521
Cl 1.82682 1.36422 1.81952
S -2.04864 2.34214 -0.58095
F -1.10382 -0.70466 -1.15898
O -0.57120 1.79552 -0.38202
N -0.34564 -1.48999 1.09238
C -0.91495 -2.50355 0.28250
C -2.10568 -4.20372 -1.56816
C -0.41933 -1.56848 2.53951
C 0.80018 -1.69281 3.24170
C -0.89271 4.49295 0.88007
C 0.83247 1.91896 3.27125
C -0.01089 0.11488 -3.90213
C -1.38471 4.74508 -3.94418
C 3.34301 -1.43783 3.30586
C -3.22292 -0.23883 1.48979
C 3.60592 2.33223 -0.90934
C 2.12413 -1.99581 2.56561
C 1.43201 0.55438 -3.67493
C 1.57834 -3.01623 -2.91254
C -3.75218 -2.59836 2.21458
C -1.36142 -2.09328 -0.95036
C 2.31933 0.03824 -4.81343
C 3.99700 0.88528 -1.25233
C 4.60317 0.16562 -0.04332
C -2.05799 3.09055 -2.21545
C -3.06185 -1.28014 2.59829
C -1.66555 -1.46886 3.19856
C 1.51763 2.07699 -3.60316
C -1.64607 -4.68492 -0.34830
C -1.11641 5.39418 2.09174
C 5.01897 0.91644 -2.39253
C -1.28570 4.37731 -2.46457
C -0.45405 -1.61659 5.30160
C 0.75216 -1.69469 4.63239
C 4.03088 -2.50686 -2.75902
C -2.18532 3.75718 0.53650
C 2.70829 -3.02296 -0.69917
C 2.26803 -3.51878 2.43853
C -1.05852 -3.84645 0.59212
C -1.63738 -1.51785 4.58810
C 2.67341 -2.36284 -2.07094
C -1.97025 -2.85618 -1.90060
H -0.11558 -0.96776 -3.95772
H 2.21100 -3.97958 3.42662
H -1.41461 4.81816 2.97059
H 5.45511 0.74603 0.32261
H -0.10517 3.76363 1.08104
H -2.57333 -1.45192 5.12993
H -4.83107 -2.44335 2.17868
H -3.63672 -0.88252 3.43536
H -0.20738 5.94381 2.33194
H -3.44314 -2.95607 1.23251
H 5.34064 -0.07012 -2.71090
H 3.63017 2.96528 -1.79454
H -1.70917 5.18368 -1.86392
H 1.54551 -2.64361 -3.93247
H 3.53904 -1.99018 4.22572
H 1.48355 -3.95503 1.81898
H 0.98295 2.48027 -2.73944
H 4.85232 -2.16503 -2.13210
H -2.69516 -0.48796 0.56973
H 1.06844 2.97011 3.38725
H -2.42268 4.89568 -4.24452
H -3.55299 -3.38150 2.94786
H 2.61576 2.44330 -0.46954
H 4.33098 2.74286 -0.20081
H -2.91930 4.40126 0.04065
H -0.84588 5.67035 -4.14017
H -1.89916 6.12879 1.89789
H 4.23363 -1.54784 2.68543
H 1.06959 2.49575 -4.51021
H 2.97955 -4.07601 -0.82795
H -0.95952 3.96554 -4.57914
H 1.16454 1.29063 4.08997
H 1.73166 -2.99350 -0.21364
H 5.90492 1.44755 -2.02925
H -1.76374 -5.73622 -0.11824
H -4.27958 -0.17379 1.22531
H 2.25244 -1.03863 -4.94528
H 4.65548 1.46577 -3.25973
H 1.66707 -1.80173 5.20144
H 4.97633 -0.82400 -0.30670
H 1.97292 0.49722 -5.74490
H -0.68323 0.48371 -3.12776
H -0.74385 -4.22178 1.55847
H 3.23353 -3.78255 2.00408
H 3.44770 -2.57520 -0.03411
H -2.66634 3.35769 1.43111
H -0.34614 0.52537 -4.86040
H 1.79354 -4.08777 -2.97101
H -0.55386 5.08397 0.03210
H -1.74480 2.27703 -2.87463
H -2.92442 0.76364 1.81663
H 4.19577 -3.57252 -2.94728
H 3.24199 -0.38383 3.57066
H -0.47745 -1.63730 6.38421
H -2.31472 -2.44948 -2.84214
H -0.24234 4.26119 -2.16580
H 2.54748 2.42848 -3.56488
H -2.57365 -4.87789 -2.27243
H 4.08265 -1.99588 -3.72026
H 3.90754 0.04433 0.79132
H -3.13331 3.22770 -2.38737
H 3.36487 0.30981 -4.69148
H 0.58855 -2.91104 -2.46421
H 2.12707 -1.57668 1.55029
```

As for the spin multiplicity: 3. For the molecular weight, the calculation gives 966.5 g mol⁻¹. As for the expectation value of S²: 2.0273. The relative energy (zero: lowest compared OMol25 entry of this formula, charge and spin) comes out at 0.0000 eV. As for the energy: -89879.87044 eV. The LUMO energy (alpha / beta) comes out at -9.5 / -9.8 eV. Its net charge is +3.

=====

# 2
This record from the Open Molecules 2025 dataset describes 9 unconnected molecules or ions with the total composition C37H68BrNO27. The level of theory is ωB97M-V/def2-TZVPD.

The geometry in XYZ format:
```
134
C37H68BrNO27, DFT ωB97M-V/def2-TZVPD
Br -2.36633 -0.53947 -1.54465
O -4.02001 -1.93362 -12.47295
O 1.51346 7.92049 -0.87189
O 2.30629 2.08380 2.90065
O -0.39848 3.04868 9.42287
O -5.75448 -6.87393 -1.65484
O -2.84578 -0.10941 -11.80105
O -4.45424 0.16039 -13.23862
O 0.29151 -4.05769 -4.67479
O 3.22146 7.79900 -2.36370
O 1.17715 -0.31597 -2.36837
O -5.76069 -6.46645 -3.79056
O 3.20605 2.28514 15.85591
O -0.14331 -3.22153 -9.86735
O 0.51451 5.02636 8.77991
O 3.46643 -2.21836 3.72370
O -7.56274 -7.50357 -2.87712
O 1.66017 -2.14016 -10.74559
O 2.01829 0.47162 15.17817
O 1.62025 2.56620 14.39544
O 1.63495 4.24373 2.69524
O 2.10925 9.72957 -1.91988
O 1.64296 -2.58308 -8.61872
O 3.54190 -3.67606 2.11256
O 0.98268 -1.81314 -4.07293
O 5.49632 -2.94679 3.01192
O -0.36275 3.74300 7.26037
O 2.63103 3.29842 1.00905
N -2.70504 -4.03632 -5.08773
C -0.69529 1.82296 14.43176
C -6.35700 -7.42590 -0.47711
C -6.75958 -0.61265 -13.17575
C 1.08080 -2.28000 -12.04187
C -6.36889 -6.62020 -5.07196
C 0.93847 -2.69236 -9.75504
C 1.19597 -4.67127 -7.45254
C -3.79022 -0.74954 -12.50759
C 2.85366 6.29855 0.35177
C 1.03517 -3.16325 -7.45697
C -1.10201 -1.48198 -2.71527
C 0.88856 5.29445 10.13717
C 0.54452 2.06319 13.59194
C 4.64285 -0.10507 3.98475
C 3.01511 10.40508 -2.78953
C 1.04778 4.14350 3.99169
C -1.33286 -2.64473 -3.52452
C -0.11942 3.86126 8.57530
C -6.21857 -8.93600 -0.45054
C -6.47465 -6.99133 -2.78268
C -2.71514 -3.45668 -3.70851
C 0.41036 -1.08789 -2.95325
C 2.20955 3.10790 2.26976
C 4.29064 -2.95328 2.96135
C 1.67374 6.52665 -0.57216
C 3.89861 1.44015 16.77269
C 2.19012 1.16756 -0.08353
C 2.26289 1.65255 15.13993
C 2.36239 8.41757 -1.78414
C 3.23894 2.15999 0.38013
C 0.09247 -2.93426 -4.18708
C 4.10722 -1.34912 4.66684
C -0.94354 2.49344 6.89064
C -2.12967 -0.95091 -10.89728
C 2.12722 4.51063 10.52605
C 4.30234 -4.42889 1.16986
C -5.53363 -0.35183 -14.02979
H -6.77186 -9.40040 -1.26865
H 1.93771 3.43567 10.51504
H 1.64677 0.73939 0.76121
H -7.40191 -7.11419 -0.39507
H 2.91102 5.24845 0.64974
H 1.10219 6.36374 10.19725
H -5.17147 -9.22750 -0.56810
H 0.73946 5.14287 4.29981
H -6.34499 -7.67072 -5.37046
H 2.65189 0.35267 -0.64222
H -0.96462 2.72634 14.98560
H 3.34583 -1.06358 5.39598
H -7.60559 -0.91269 -13.79798
H -7.39350 -6.24360 -5.07399
H 4.00168 10.46475 -2.32420
H -6.59503 -9.34060 0.49146
H 5.04533 0.59496 4.72040
H 3.22982 1.14705 17.58519
H -5.76588 0.41324 -14.77382
H -5.78644 -6.04177 -5.78984
H -1.53708 1.53046 13.80043
H -2.78414 -1.25616 -10.07773
H 3.96945 1.69405 1.04755
H -6.57445 -1.40191 -12.44501
H 0.85062 1.16085 13.05559
H -7.03355 0.28416 -12.61370
H -1.30211 -0.37295 -10.48342
H 4.77742 -3.75492 0.45328
H 3.85167 0.39298 3.41778
H 1.66907 -1.68048 -12.73725
H 1.54984 -2.74152 -6.59158
H 1.12681 -3.32462 -12.35821
H 2.46088 4.78966 11.52798
H 2.76427 6.91754 1.24887
H 0.33110 2.82686 12.84065
H 2.93854 4.69790 9.81764
H 2.64081 11.41806 -2.94112
H -0.20718 1.69466 7.00475
H 5.05020 -5.04978 1.66680
H 0.65971 -5.13158 -8.28477
H 5.43593 -0.35045 3.27558
H 0.81564 -5.09558 -6.52427
H 1.45134 1.65916 -0.72072
H -1.83714 2.27880 7.47973
H 0.16233 3.50506 3.94907
H -1.72100 -1.82355 -11.40537
H 1.76177 3.76219 4.72406
H -0.01576 -2.86764 -7.38246
H -2.88254 -4.24166 -2.90068
H -1.22946 2.55286 5.84002
H 4.30454 0.55866 16.27279
H 3.61495 -5.08112 0.63010
H 3.07814 9.91051 -3.76072
H -5.22254 -1.24745 -14.57468
H -5.82544 -6.99780 0.37558
H -3.53457 -2.64618 -3.71188
H 0.05393 5.09420 10.81490
H -2.31975 -3.36674 -5.76487
H -2.12441 -4.88731 -5.13365
H 3.78827 2.53749 -0.48523
H 0.05357 -1.91940 -12.05989
H -0.52964 1.03545 15.16909
H 3.79495 6.57124 -0.12998
H 0.75600 6.20712 -0.07338
H 4.72693 2.01101 17.19352
H 4.89187 -1.88127 5.21206
H 1.76144 5.94141 -1.49193
H 2.24865 -4.94549 -7.56221
```

For the molecular weight, the calculation gives 1038.8 g mol⁻¹. As for the energy: -166286.33583 eV. The structure (SMILES) is NCC1=C(Br)C(=O)OC1=O.CCOC(=O)OC.CCOC(=O)OC.CCOC(=O)OC.CCOC(=O)OC.CCOC(=O)OC.CCOC(=O)OC.CCOC(=O)OC.CCOC(=O)OC. The LUMO energy comes out at -1.5 eV.

=====

What are the max |F| values for these records? In order: 0.7; 4.7 eV Å⁻¹.